Entry 1:
Entry from OMol25: Br5Cu2Mg3 as an isolated structure (wB97M-V/def2-TZVPD).

Properties
- Total charge: +3
- Frontier orbital gap: 2.048 eV

Atoms and positions in Å:
Mg  0.55  2.78  -3.02
Mg  -4.34  0.95  -0.06
Mg  4.14  -2.93  2.04
Cu  1.47  -0.96  4.64
Cu  0.09  -0.95  -0.11
Br  0.57  3.61  -0.72
Br  -3.17  -1.37  -1.69
Br  0.74  0.23  -3.12
Br  2.56  -2.23  0.22
Br  -2.62  0.88  1.83

---

Entry 2:
Entry from OMol25: C2H6O2Yb as an isolated structure (wB97M-V/def2-TZVPD).

Properties
- Energy above the lowest of the compared OMol25 structures with the same formula, charge and spin: 206.5 kJ/mol
- Frontier orbital gap (spin up / spin down): 5.621 / 5.620 eV

Atoms and positions in Å:
C  -1.44  -0.83  0.51
C  -0.58  0.16  -0.24
O  -0.30  1.27  0.62
H  -1.28  -0.78  1.60
H  -2.51  -0.68  0.31
H  -1.19  -1.86  0.20
H  -1.14  0.50  -1.13
H  0.67  1.61  0.47
Yb  1.49  -0.95  -1.22
O  2.95  0.38  -0.37
H  3.34  1.17  -0.75

---

Entry 3:
Entry from OMol25: C35H48O2OsP4 as an isolated structure (wB97M-V/def2-TZVPD).

Properties
- Total charge: +4
- 2S+1: 5
- Energy above the lowest of the compared OMol25 structures with the same formula, charge and spin: 2.0 kJ/mol
- Frontier orbital gap (spin up / spin down): 6.145 / 4.284 eV

Atoms and positions in Å:
P  3.30  -0.88  0.11
C  4.07  -0.92  1.75
H  5.16  -0.84  1.66
H  3.80  -1.84  2.28
H  3.68  -0.07  2.32
C  3.95  -2.36  -0.72
H  3.77  -2.29  -1.80
H  3.42  -3.24  -0.34
H  5.02  -2.45  -0.52
C  4.31  0.43  -0.69
H  5.29  0.02  -0.96
H  4.43  1.26  0.00
H  3.80  0.80  -1.58
P  -1.02  3.21  -0.78
C  -1.06  3.90  0.89
H  -1.31  4.97  0.86
H  -0.07  3.78  1.37
H  -1.81  3.37  1.50
C  0.08  4.29  -1.73
H  0.09  3.99  -2.79
H  1.09  4.19  -1.33
H  -0.25  5.33  -1.64
C  -2.73  3.39  -1.38
H  -2.94  4.43  -1.64
H  -3.41  3.06  -0.59
H  -2.88  2.75  -2.26
P  -2.22  -2.50  0.17
C  -3.12  -2.90  1.71
H  -4.01  -3.50  1.47
H  -3.42  -1.95  2.18
H  -2.46  -3.43  2.40
C  -3.66  -2.24  -0.96
H  -4.51  -2.83  -0.60
H  -3.41  -2.52  -1.99
H  -3.91  -1.17  -0.94
C  -1.64  -4.15  -0.40
H  -2.49  -4.74  -0.76
H  -1.14  -4.65  0.43
H  -0.92  -4.00  -1.21
Os  -0.23  0.57  -1.26
C  1.01  1.38  0.01
O  1.66  1.85  0.86
C  -1.59  0.59  0.10
O  -2.33  0.67  1.01
C  -1.39  0.07  -3.04
C  -0.86  -1.16  -2.67
C  0.51  -1.28  -2.40
C  1.33  -0.16  -2.63
C  0.81  1.07  -3.06
C  -0.58  1.19  -3.25
H  -2.47  0.16  -3.17
H  -1.49  -2.04  -2.58
H  0.94  -2.22  -2.06
H  2.41  -0.28  -2.52
H  1.47  1.93  -3.17
H  -1.02  2.14  -3.55
C  1.89  2.37  5.70
C  2.65  1.21  5.55
C  2.20  0.17  4.72
C  0.97  0.27  4.06
C  0.29  1.52  4.09
C  0.72  2.54  4.94
P  0.13  -1.09  3.15
C  1.24  -2.52  3.30
C  1.43  -3.31  2.13
C  2.20  -4.46  2.18
C  2.82  -4.84  3.37
C  2.64  -4.08  4.53
C  1.83  -2.94  4.50
C  -1.19  -1.52  4.35
C  -1.35  -2.81  4.89
C  -2.35  -3.05  5.84
C  -3.20  -2.02  6.24
C  -3.11  -0.76  5.63
C  -2.13  -0.53  4.67
H  2.20  3.15  6.39
H  3.58  1.09  6.09
H  2.82  -0.72  4.61
H  -0.59  1.67  3.47
H  0.14  3.46  5.00
H  0.95  -2.99  1.19
H  2.31  -5.07  1.27
H  3.44  -5.74  3.40
H  3.12  -4.37  5.46
H  1.66  -2.37  5.41
H  -0.70  -3.62  4.59
H  -2.45  -4.04  6.27
H  -3.96  -2.20  7.01
H  -3.80  0.04  5.92
H  -2.09  0.45  4.18

---

Entry 4:
Entry from OMol25: a 2-piece molecular cluster, C4H11NO2 overall (wB97M-V/def2-TZVPD).

Properties
- Energy above the lowest of the compared OMol25 structures with the same formula, charge and spin: 30.9 kJ/mol
- SMILES: CCC(=O)NC.O
- Frontier orbital gap: 9.775 eV

Atoms and positions in Å:
C  -0.33  -1.64  -1.09
C  0.28  -1.66  0.31
C  1.20  -0.46  0.55
O  2.38  -0.58  0.80
N  0.55  0.75  0.49
C  1.30  1.98  0.49
H  -0.70  -2.60  -1.43
H  0.41  -1.31  -1.82
H  -1.13  -0.90  -1.12
H  -0.49  -1.65  1.08
H  0.91  -2.53  0.48
H  -0.27  0.74  -0.09
H  0.99  2.61  1.33
H  2.36  1.76  0.60
H  1.13  2.54  -0.43
O  -2.53  0.97  -0.28
H  -2.92  0.28  0.28
H  -3.13  1.72  -0.17

---

What is the formula in the third record?
C35H48O2OsP4

---

What is the formula in the first record?
Br5Cu2Mg3